60
Properties=species:S:1:pos:R:3:forces:R:3 method="wB97M-V/def2-TZVPD" total_charge=0 largest_force_ha_per_bohr=0.0575 orbital_gap_ha=0.178 homo_ev=-6.6 e_above_lowest_kcal_mol=17.4
C -1.737 -2.745 1.889 0.084 0.676 -0.210
O -1.233 -1.444 1.501 -0.683 -0.022 0.345
C -2.101 -0.397 1.479 -0.087 -0.461 0.073
C -1.511 0.878 1.481 0.501 -0.125 0.520
N -0.078 1.009 1.620 -1.063 0.247 -0.382
C 0.848 1.024 0.541 0.547 -1.074 2.524
N 2.111 0.909 1.181 0.064 -0.084 -0.988
C 3.382 1.172 0.527 -0.205 -0.110 -0.162
C 1.937 0.785 2.517 -1.341 -0.120 1.619
C 0.593 0.794 2.785 1.628 0.072 1.152
C -2.345 1.998 1.611 -0.312 -0.088 -0.203
O -1.710 3.168 1.861 -0.656 0.742 0.132
C -2.537 4.355 1.977 0.362 -0.727 -0.080
C -3.744 1.873 1.514 0.351 0.071 0.070
C -4.301 0.598 1.439 0.278 -0.019 0.040
C -3.498 -0.538 1.468 0.183 -0.121 -0.007
H -0.865 -3.395 1.855 -0.117 0.062 -0.030
H -2.150 -2.694 2.906 0.083 -0.030 -0.229
H -2.510 -3.080 1.187 0.229 -0.062 0.114
H 3.376 0.700 -0.461 0.129 0.050 0.262
H 3.534 2.255 0.406 0.013 0.010 0.123
H 4.193 0.741 1.124 -0.290 0.134 -0.176
H 2.768 0.670 3.197 -0.118 0.059 -0.101
H 0.077 0.687 3.733 0.149 0.071 -0.283
H -1.833 5.160 2.187 -0.154 -0.038 0.011
H -3.074 4.555 1.036 0.170 -0.079 0.291
H -3.253 4.236 2.803 0.220 0.114 -0.223
H -4.370 2.765 1.545 0.134 -0.415 -0.016
H -5.381 0.482 1.384 0.209 0.062 0.043
H -3.931 -1.540 1.494 0.062 0.465 -0.105
C 2.657 -5.491 -2.209 0.046 0.167 0.082
C 2.707 -4.579 -1.156 -0.041 0.236 -0.187
C 2.298 -3.272 -1.399 0.121 -0.065 -0.199
C 1.884 -2.869 -2.659 -0.130 -0.222 0.036
C 1.819 -3.776 -3.708 0.159 0.109 0.080
C 2.217 -5.090 -3.477 0.047 -0.038 0.038
S 1.327 -1.173 -2.790 0.950 -0.119 2.168
O 2.256 -0.429 -3.616 -0.617 -0.285 -0.539
O -0.084 -1.216 -3.122 -0.076 0.381 -0.613
C 1.512 -0.751 -1.118 1.146 -1.061 -0.654
C 0.440 0.091 -0.538 0.314 -1.818 -2.313
C 0.021 1.288 -1.364 -0.733 0.677 0.353
C 0.748 2.254 -0.522 -2.127 1.591 -0.914
C -0.014 3.448 -0.193 1.640 0.406 -0.967
C -1.057 3.818 -1.007 -0.596 0.301 0.073
C -1.605 2.940 -1.955 0.678 -0.321 -0.038
C -1.107 1.621 -2.071 0.025 0.000 -0.476
S 2.277 -1.998 -0.155 -0.815 1.186 -1.665
O 1.401 -2.408 0.927 0.474 -0.001 0.281
O 3.663 -1.669 0.120 -0.268 -0.513 0.550
H 2.977 -6.514 -2.029 -0.091 0.143 -0.145
H 3.063 -4.843 -0.161 -0.109 -0.100 -0.247
H 1.462 -3.437 -4.678 0.107 -0.183 0.128
H 2.197 -5.805 -4.300 -0.037 0.121 0.248
H -0.357 -0.598 -0.234 -0.269 0.715 0.056
H 1.803 2.429 -0.799 -0.218 -0.255 0.393
H 0.379 4.092 0.595 -0.162 0.063 -0.360
H -1.491 4.820 -0.911 0.040 -0.455 0.146
H -2.453 3.264 -2.553 0.126 -0.111 0.102
H -1.597 0.877 -2.707 0.049 0.188 0.460



63
Properties=species:S:1:pos:R:3:forces:R:3 method="wB97M-V/def2-TZVPD" total_charge=+2 multiplicity=4 largest_force_ha_per_bohr=0.0094 orbital_gap_ha="0.274 / 0.255" homo_ev="-13.3 / -13.2" e_above_lowest_kcal_mol=0.0
Tc 0.102 0.095 0.659 -0.112 0.067 -0.329
O 6.247 2.099 1.593 -0.010 0.002 0.003
C 4.968 1.770 1.466 0.012 0.014 0.027
C 4.038 1.808 2.511 0.007 -0.012 -0.096
C 2.739 1.443 2.249 -0.033 0.037 0.012
N 2.305 1.043 1.040 0.096 -0.082 0.058
C 3.214 1.029 0.080 0.039 0.036 -0.023
Br 2.615 0.471 -1.654 0.325 -0.029 -0.103
C 4.539 1.370 0.195 -0.170 0.004 0.104
H 6.466 2.377 2.492 0.020 0.002 -0.004
H 4.324 2.120 3.506 0.019 0.009 0.023
H 1.996 1.469 3.036 0.002 -0.019 0.002
H 5.224 1.350 -0.639 0.025 -0.011 -0.009
Se -5.392 0.937 6.080 0.250 -0.046 -0.297
N -4.509 2.086 5.042 -0.076 -0.066 0.136
C -3.670 1.387 4.324 -0.046 0.104 -0.002
C -2.768 1.979 3.343 0.009 0.016 -0.021
C -2.723 3.354 3.112 0.053 0.000 -0.033
C -1.851 3.840 2.165 0.053 -0.066 -0.052
C -1.061 2.942 1.456 -0.067 0.012 0.048
N -1.089 1.624 1.657 0.067 -0.031 -0.075
C -1.927 1.142 2.610 -0.039 0.007 0.053
C -1.912 -0.299 2.853 -0.085 0.035 0.057
N -1.024 -1.030 2.143 0.188 -0.013 0.051
C -0.970 -2.346 2.354 -0.027 -0.032 0.026
C -1.795 -3.000 3.260 0.019 0.068 -0.032
C -2.704 -2.263 3.987 0.031 0.037 -0.034
C -2.765 -0.881 3.790 0.019 -0.105 -0.013
C -3.677 -0.026 4.536 -0.032 -0.095 0.030
N -4.523 -0.475 5.425 -0.081 0.105 0.125
H -3.368 4.007 3.683 -0.028 0.015 0.012
H -1.775 4.896 1.952 -0.008 0.011 0.003
H -0.394 3.286 0.684 -0.015 0.030 0.021
H -0.238 -2.894 1.777 -0.014 -0.015 0.018
H -1.708 -4.070 3.385 -0.002 -0.019 0.005
H -3.367 -2.722 4.708 -0.004 -0.006 0.007
C 0.528 2.030 -3.601 0.023 0.050 -0.037
C 0.234 2.134 -2.101 0.069 -0.013 0.011
C -1.294 2.324 -1.955 -0.045 -0.010 0.010
C 1.019 3.319 -1.537 0.020 0.034 0.042
C 0.494 0.828 -1.354 -0.393 0.066 0.270
H 0.147 2.910 -4.119 0.011 0.017 -0.002
H 0.042 1.157 -4.039 -0.004 -0.027 -0.007
H 1.599 1.978 -3.809 0.004 -0.018 0.010
H -1.552 3.362 -2.172 0.017 -0.007 -0.055
H -1.670 2.083 -0.963 0.025 0.030 0.060
H -1.827 1.696 -2.670 -0.012 -0.035 0.016
H 0.637 4.254 -1.948 -0.024 0.011 0.015
H 2.070 3.257 -1.825 0.026 -0.006 -0.040
H 1.001 3.386 -0.450 -0.006 -0.044 -0.033
H 0.190 0.009 -2.022 -0.010 -0.031 -0.016
N 0.565 -4.445 -2.364 -0.029 -0.018 -0.042
C 1.105 -3.684 -1.400 -0.051 0.074 0.018
C 0.495 -2.476 -0.982 0.084 -0.089 0.018
N 1.044 -1.732 -0.032 -0.059 0.007 0.081
C 2.181 -2.166 0.543 -0.005 0.029 -0.011
C 2.760 -3.347 0.115 0.005 0.046 0.082
N 2.243 -4.101 -0.841 -0.026 -0.001 -0.038
H -0.295 -4.202 -2.821 0.004 -0.013 -0.012
H 1.034 -5.295 -2.629 -0.001 -0.001 0.008
H -0.441 -2.143 -1.412 -0.012 0.023 -0.037
H 2.610 -1.565 1.331 -0.006 -0.026 -0.002
H 3.677 -3.697 0.574 0.013 -0.011 -0.008



58
Properties=species:S:1:pos:R:3:forces:R:3 method="wB97M-V/def2-TZVPD" total_charge=+1 multiplicity=5 largest_force_ha_per_bohr=0.0570 orbital_gap_ha="0.183 / 0.090" homo_ev="-7.8 / -9.4" e_above_lowest_kcal_mol=18.9
C 3.021 0.174 -0.723 -0.128 -0.015 -0.307
O 2.302 -0.275 0.401 -2.246 -0.247 0.676
C 0.877 -0.299 0.250 0.104 0.059 -1.326
C 0.113 0.875 0.355 1.336 -0.334 -0.060
C -1.408 0.829 0.291 -0.740 1.099 -2.025
C -2.025 -0.566 0.263 -0.395 -0.531 -0.330
C -1.223 -1.684 0.090 0.204 0.694 -1.096
C 0.205 -1.575 0.079 1.188 -0.310 -0.974
Fe -0.553 -0.546 1.791 -0.062 -0.113 2.698
C -1.394 0.630 2.987 -0.672 0.782 0.864
O -1.919 1.375 3.669 -0.046 0.059 0.305
C 0.970 -0.575 2.947 2.521 0.057 1.491
O 1.872 -0.590 3.642 -0.686 0.018 -0.427
C -1.170 -2.086 2.717 -0.977 -2.207 1.390
O -1.544 -3.019 3.252 0.177 0.483 -0.333
H 4.072 0.279 -0.439 -0.255 -0.054 0.050
H 2.927 -0.568 -1.517 0.124 0.133 -0.254
H 2.625 1.136 -1.047 0.131 0.093 -0.227
H 0.627 1.830 0.468 -0.277 -0.219 0.034
H -1.884 1.482 1.050 0.201 -0.182 -0.470
H -1.693 1.314 -0.668 -0.021 -0.015 0.148
H -3.112 -0.677 0.313 0.462 0.210 -0.054
H -1.683 -2.673 0.021 0.211 0.329 0.102
H 0.820 -2.465 -0.035 -0.153 0.237 0.144
C -5.694 8.938 0.451 -0.228 0.039 0.110
C -4.779 8.657 1.445 0.078 0.023 0.182
C -3.464 8.387 1.117 0.303 -0.112 -0.011
C -3.048 8.397 -0.207 -0.576 -0.120 0.223
C -1.621 8.138 -0.573 0.131 0.273 0.075
N -1.459 7.016 -1.514 1.113 -1.191 0.687
C -0.906 7.161 -2.854 -0.091 -0.426 0.168
C -0.470 5.714 -3.155 0.037 0.778 -1.174
N -0.811 4.921 -2.046 -0.214 -0.321 0.811
C -1.345 5.663 -1.119 -0.410 1.248 -0.427
C -1.796 5.161 0.185 -0.257 0.036 0.554
C -0.956 5.210 1.294 0.114 0.234 -0.537
C -1.382 4.721 2.509 0.056 -0.061 0.194
C -2.647 4.179 2.629 -0.087 -0.084 0.200
C -3.491 4.128 1.536 -0.085 -0.097 0.098
C -3.070 4.617 0.320 0.181 0.250 -0.545
C -3.978 8.682 -1.193 0.087 -0.052 -0.112
C -5.294 8.951 -0.868 -0.029 0.021 -0.310
H -6.719 9.155 0.708 -0.114 0.016 0.019
H -5.087 8.657 2.478 -0.009 -0.020 0.138
H -2.747 8.176 1.893 0.135 -0.091 0.221
H -1.189 9.039 -1.016 0.044 -0.261 -0.268
H -1.034 7.922 0.323 -0.061 -0.200 -0.058
H -1.683 7.525 -3.533 0.049 0.082 0.021
H -0.075 7.872 -2.847 -0.141 0.038 0.064
H -0.963 5.311 -4.050 0.226 -0.017 0.071
H 0.614 5.642 -3.321 -0.146 -0.054 -0.085
H 0.030 5.629 1.184 0.298 0.045 0.073
H -0.721 4.744 3.359 0.100 0.019 0.115
H -2.967 3.772 3.575 -0.043 0.002 0.094
H -4.472 3.692 1.630 -0.157 -0.037 0.003
H -3.715 4.584 -0.542 -0.219 -0.065 -0.140
H -3.660 8.701 -2.222 -0.019 0.062 -0.351
H -6.005 9.180 -1.645 -0.071 0.018 -0.122



no.,electronic energy (a.u.)
1,-2362.22716
2,-6574.78094
3,-2679.49305